Molecular formula: C42H55BFMoN8O3S3
Method: DFT, ωB97M-V/def2-TZVPD

The geometry in XYZ format:
```
114
Properties=species:S:1:pos:R:3:forces:R:3
Mo 0.930 0.503 -0.372 0.270 -0.899 -0.235
C -0.371 -3.287 -3.847 -0.057 -0.002 0.028
C 0.429 -3.906 -2.698 -0.049 0.034 -0.051
C 1.762 -3.180 -2.439 0.038 -0.114 -0.069
C 0.726 -5.355 -3.080 0.007 0.028 0.034
N -0.391 -3.874 -1.450 0.029 -0.141 0.020
C -0.735 -4.998 -0.722 -0.053 0.066 -0.006
C -1.429 -4.577 0.354 0.060 0.019 0.023
N -1.510 -3.208 0.302 0.010 -0.098 0.062
B -2.111 -2.410 1.498 -0.142 0.008 -0.091
N -3.208 -1.437 0.945 0.009 -0.063 -0.133
C -4.211 -2.070 0.228 0.013 0.005 0.029
C -5.186 -1.185 -0.005 -0.001 0.011 0.031
N -4.809 0.020 0.575 0.060 -0.013 -0.093
C -3.570 -0.142 1.154 -0.098 -0.068 0.112
S -2.638 0.999 1.990 -0.045 0.163 -0.065
C -5.819 1.125 0.609 -0.058 0.027 0.010
C -5.337 2.427 1.241 0.042 -0.052 -0.002
C -7.015 0.622 1.425 0.026 -0.013 0.007
C -6.249 1.414 -0.833 0.009 -0.028 0.000
N -1.014 -1.861 2.432 0.016 -0.133 0.092
C -1.413 -1.484 3.698 -0.035 0.032 -0.038
C -0.323 -1.354 4.464 0.053 -0.062 0.007
N 0.774 -1.666 3.678 -0.039 0.001 0.021
C 0.335 -1.978 2.429 -0.051 0.187 -0.004
S 1.340 -2.341 1.076 0.111 0.144 -0.081
C 2.174 -1.704 4.198 0.039 -0.021 0.029
C 2.173 -1.245 5.655 -0.019 -0.008 -0.007
C 2.693 -3.141 4.133 -0.031 0.013 -0.007
C 3.074 -0.752 3.412 0.027 0.020 0.028
C -0.854 -2.792 -0.781 0.072 0.127 -0.106
S -0.750 -1.132 -1.305 -0.230 0.070 -0.066
H 0.208 -3.366 -4.767 0.006 -0.005 -0.003
H -0.612 -2.242 -3.669 0.018 0.018 0.000
H -1.308 -3.828 -3.985 0.012 -0.012 -0.004
H 2.567 -3.892 -2.260 -0.009 -0.010 0.039
H 1.705 -2.551 -1.550 0.005 -0.041 -0.011
H 2.048 -2.580 -3.306 0.044 -0.117 0.001
H 1.327 -5.339 -3.988 0.002 -0.002 0.002
H -0.184 -5.918 -3.292 -0.002 0.003 0.003
H 1.306 -5.869 -2.313 -0.005 -0.013 0.018
H -0.480 -5.993 -1.025 0.013 -0.016 -0.030
H -1.872 -5.132 1.160 -0.003 0.001 0.005
H -2.714 -3.240 2.134 0.003 -0.028 0.006
H -4.149 -3.110 -0.037 0.002 -0.002 -0.014
H -6.122 -1.318 -0.513 0.011 0.012 -0.011
H -5.069 2.299 2.284 0.014 -0.003 0.031
H -6.164 3.135 1.171 0.002 -0.006 -0.004
H -4.472 2.846 0.734 0.042 0.007 -0.034
H -6.702 0.393 2.444 -0.007 -0.003 0.003
H -7.456 -0.274 0.988 -0.014 0.004 0.016
H -7.784 1.393 1.466 0.007 0.007 -0.009
H -5.390 1.677 -1.452 0.029 0.020 0.016
H -6.948 2.250 -0.835 -0.010 0.009 -0.012
H -6.749 0.567 -1.300 0.001 0.003 0.010
H -2.448 -1.314 3.932 0.011 -0.018 0.005
H -0.242 -1.039 5.484 0.003 -0.013 0.003
H 1.580 -1.903 6.291 0.003 0.002 0.005
H 1.811 -0.221 5.751 -0.001 0.003 0.010
H 3.199 -1.277 6.018 0.013 0.000 -0.008
H 2.063 -3.797 4.736 -0.001 0.005 -0.002
H 3.707 -3.177 4.532 0.001 -0.001 0.001
H 2.707 -3.510 3.110 0.010 0.002 -0.022
H 2.666 0.261 3.438 0.054 -0.070 0.000
H 3.189 -1.086 2.386 0.000 -0.023 0.090
H 4.059 -0.739 3.880 0.012 0.007 0.024
O 0.477 1.430 3.540 -0.114 0.036 -0.009
C 0.616 1.502 2.350 0.095 0.161 0.102
O 0.495 0.505 1.502 -0.355 0.176 0.090
C 1.070 2.756 1.675 0.018 -0.021 -0.029
C 1.117 3.958 2.353 0.005 0.047 0.000
C 1.621 5.066 1.695 0.000 -0.044 0.007
C 2.084 4.905 0.398 -0.008 0.037 -0.002
C 2.007 3.662 -0.200 0.043 -0.062 -0.065
N 1.488 2.591 0.412 -0.041 0.102 0.111
H 0.764 3.985 3.373 0.002 -0.007 0.005
H 1.669 6.029 2.185 -0.002 0.004 0.001
H 2.518 5.728 -0.151 -0.001 -0.005 -0.008
H 2.411 3.519 -1.189 0.011 -0.010 -0.007
O 1.681 -0.121 -2.693 -0.131 0.126 0.029
C 1.070 0.202 -3.958 -0.025 -0.020 0.060
C 1.609 1.537 -4.411 0.012 0.000 0.027
C 1.558 2.543 -3.260 -0.009 -0.068 -0.074
C 0.179 2.673 -2.685 0.037 -0.110 0.066
C -0.688 3.616 -3.208 -0.037 0.046 -0.045
C -1.975 3.741 -2.713 -0.016 0.023 -0.007
C -2.380 2.891 -1.703 0.014 -0.113 -0.110
C -1.488 1.945 -1.241 0.006 0.174 0.291
N -0.227 1.843 -1.694 0.015 0.202 0.065
H 1.341 -1.005 -2.470 0.105 0.086 -0.025
H -0.017 0.224 -3.837 -0.003 0.003 -0.011
H 1.319 -0.584 -4.673 -0.020 -0.002 -0.025
H 1.030 1.887 -5.268 -0.015 -0.005 -0.004
H 2.646 1.431 -4.735 0.001 0.025 -0.013
H 1.890 3.522 -3.608 0.034 0.000 0.017
H 2.262 2.198 -2.509 -0.014 0.027 0.048
H -0.336 4.265 -3.999 0.014 -0.009 -0.002
H -2.642 4.496 -3.108 -0.005 -0.001 0.005
H -3.364 2.944 -1.266 -0.065 -0.012 0.044
H -1.771 1.294 -0.417 -0.040 -0.006 0.031
F 6.651 4.179 -1.364 0.004 -0.005 0.003
C 5.794 3.177 -1.102 -0.011 -0.007 0.006
C 5.371 2.979 0.200 0.011 0.013 0.017
C 4.475 1.955 0.455 0.050 -0.050 0.004
C 3.995 1.132 -0.567 0.029 -0.035 0.003
C 3.015 0.051 -0.266 0.159 0.202 -0.169
C 4.483 1.339 -1.858 -0.030 0.007 0.029
C 5.375 2.365 -2.137 0.009 0.007 -0.028
H 5.750 3.615 0.989 -0.001 0.003 0.002
H 4.142 1.783 1.473 -0.002 0.007 -0.002
H 3.082 -0.273 0.770 0.039 0.087 -0.024
H 3.167 -0.825 -0.900 -0.022 0.033 0.004
H 4.158 0.680 -2.654 0.008 -0.003 -0.006
H 5.762 2.529 -3.134 -0.001 0.000 -0.003
```
Positions in Å, forces in eV/Å.

Computed properties:
Kohn-Sham gap (spin up / spin down)   6.1231 / 5.6312 eV
Max |F|   1.0 eV Å⁻¹
Electronic energy   -100265.5612 eV
<S²>   2.03
Highest occupied orbital energy (spin up / spin down)   -9.1 / -9.1 eV
Spin multiplicity   3
Net charge   +1
LUMO level (spin up / spin down)   -2.96 / -3.44 eV

These are the Löwdin partial charges, in e, on atoms 1 to 99:
1. Mo 1.49
2. C -0.04
3. C -0.51
4. C -0.02
5. C -0.05
6. N 0.01
7. C -0.01
8. C -0.03
9. N 0.02
10. B -0.57
11. N 0.04
12. C -0.06
13. C -0.06
14. N 0.00
15. C -0.68
16. S 0.70
17. C -0.54
18. C -0.09
19. C -0.03
20. C -0.03
21. N 0.06
22. C -0.08
23. C -0.03
24. N 0.02
25. C -0.61
26. S 0.76
27. C -0.53
28. C -0.05
29. C -0.03
30. C -0.04
31. C -0.66
32. S 0.74
33. H 0.09
34. H 0.03
35. H 0.10
36. H 0.10
37. H 0.00
38. H 0.09
39. H 0.10
40. H 0.09
41. H 0.09
42. H 0.12
43. H 0.13
44. H 0.13
45. H 0.12
46. H 0.12
47. H 0.05
48. H 0.09
49. H 0.04
50. H 0.10
51. H 0.08
52. H 0.09
53. H 0.08
54. H 0.09
55. H 0.08
56. H 0.12
57. H 0.12
58. H 0.09
59. H 0.09
60. H 0.09
61. H 0.09
62. H 0.09
63. H 0.04
64. H 0.08
65. H 0.02
66. H 0.10
67. O 0.12
68. C -0.58
69. O -0.29
70. C -0.16
71. C 0.04
72. C -0.01
73. C -0.02
74. C -0.11
75. N 0.03
76. H 0.13
77. H 0.12
78. H 0.12
79. H 0.10
80. O -0.24
81. C -0.22
82. C -0.14
83. C -0.15
84. C -0.26
85. C 0.00
86. C -0.01
87. C -0.02
88. C -0.15
89. N -0.05
90. H -0.03
91. H 0.11
92. H 0.13
93. H 0.13
94. H 0.12
95. H 0.13
96. H 0.06
97. H 0.13
98. H 0.12
99. H 0.09


Molecular formula: C42H55LuN4O6P2S2
Method: DFT, ωB97M-V/def2-TZVPD

The geometry in XYZ format:
```
112
Properties=species:S:1:pos:R:3:forces:R:3
Lu 10.003 -14.918 -13.524 0.987 0.059 1.145
C 13.248 -11.943 -7.662 -0.017 -0.077 -0.091
C 13.733 -11.993 -9.097 0.395 0.151 -0.195
C 14.690 -13.180 -9.248 -0.652 -0.565 0.217
P 12.507 -12.099 -10.494 -0.317 0.205 -0.099
C 11.645 -10.410 -10.507 0.298 0.079 -0.080
C 12.415 -9.572 -11.540 -0.282 -0.346 -0.612
C 11.396 -9.515 -9.285 0.710 -0.384 0.052
C 11.225 -13.232 -9.841 -0.207 0.055 -0.100
C 10.309 -12.777 -8.880 -0.097 -0.340 0.166
C 9.359 -13.609 -8.293 0.060 -0.437 -0.180
C 8.318 -13.149 -7.300 -0.075 -0.707 -0.383
C 9.358 -14.949 -8.692 0.934 0.655 -0.757
C 10.209 -15.382 -9.706 -0.576 0.172 0.630
C 11.111 -14.548 -10.369 0.326 0.489 0.322
N 11.748 -14.914 -11.556 0.388 -0.579 -0.110
C 12.712 -15.909 -11.607 -0.083 0.865 -0.165
C 13.105 -16.766 -10.542 0.006 0.309 -0.947
C 14.054 -17.770 -10.739 0.149 0.197 -0.097
C 14.669 -17.968 -11.981 -0.618 -0.314 0.244
C 15.578 -19.157 -12.276 -0.549 0.210 1.065
C 14.313 -17.072 -13.001 1.122 -0.354 -0.460
C 13.457 -16.008 -12.844 -0.844 -0.216 0.231
P 12.929 -14.823 -14.161 0.457 -0.456 0.302
C 13.895 -13.316 -13.692 -0.470 -0.213 0.011
C 13.562 -12.219 -14.692 0.472 0.477 -0.067
C 15.391 -13.395 -13.405 -0.195 0.010 -0.267
C 13.642 -15.368 -15.794 0.056 -0.815 0.029
C 15.153 -15.510 -15.945 -0.084 -0.039 -0.632
C 12.935 -16.620 -16.344 -0.049 0.481 -0.427
H 14.094 -11.782 -7.008 0.379 0.017 0.350
H 12.774 -12.879 -7.362 -0.094 -0.004 -0.105
H 12.561 -11.133 -7.494 -0.397 0.282 0.123
H 14.285 -11.059 -9.330 -0.143 -0.238 0.118
H 14.106 -14.102 -9.061 0.294 0.224 0.045
H 15.508 -13.146 -8.519 -0.025 0.036 -0.144
H 15.061 -13.299 -10.258 0.289 0.164 -0.212
H 10.676 -10.677 -10.906 -0.359 -0.069 -0.337
H 13.450 -9.442 -11.245 0.377 -0.095 0.151
H 12.009 -8.568 -11.626 -0.267 0.227 -0.051
H 12.414 -10.038 -12.544 0.006 0.127 0.516
H 12.346 -9.085 -8.960 0.016 0.135 0.097
H 10.974 -10.026 -8.438 -0.151 -0.213 0.327
H 10.716 -8.705 -9.518 -0.117 0.296 -0.288
H 10.339 -11.734 -8.591 -0.049 -0.152 0.068
H 8.226 -12.084 -7.334 -0.066 0.799 0.161
H 8.566 -13.467 -6.282 -0.111 0.078 -0.052
H 7.334 -13.573 -7.582 0.392 0.139 0.256
H 8.632 -15.620 -8.287 -0.397 -0.445 0.236
H 10.082 -16.370 -10.080 -0.003 -0.749 -0.278
H 12.607 -16.623 -9.601 -0.017 -0.137 0.411
H 14.336 -18.385 -9.882 -0.075 -0.050 -0.173
H 16.151 -19.442 -11.384 0.023 0.138 -0.114
H 16.263 -18.908 -13.056 0.616 0.140 -0.625
H 15.051 -20.069 -12.575 -0.231 0.133 -0.098
H 14.843 -17.221 -13.955 -0.475 0.112 0.442
H 13.350 -13.122 -12.756 0.293 0.257 -0.122
H 14.002 -12.416 -15.681 -0.116 -0.151 0.116
H 14.025 -11.256 -14.378 -0.513 -0.329 0.008
H 12.480 -12.142 -14.814 0.090 0.287 -0.017
H 15.665 -12.573 -12.738 0.082 -0.099 0.188
H 15.672 -14.359 -12.983 0.078 0.047 0.229
H 15.967 -13.252 -14.322 0.029 0.004 0.029
H 13.347 -14.561 -16.454 -0.288 0.385 -0.094
H 15.563 -16.304 -15.343 0.221 -0.186 0.195
H 15.675 -14.600 -15.727 0.260 0.439 0.273
H 15.403 -15.741 -16.992 -0.171 -0.093 0.067
H 11.860 -16.495 -16.304 -0.130 0.040 -0.022
H 13.219 -16.777 -17.391 -0.011 0.199 -0.071
H 13.181 -17.545 -15.856 0.278 -0.278 0.612
O 8.520 -14.486 -11.903 -0.303 -0.058 0.049
C 7.247 -14.690 -11.688 0.715 -0.349 -0.065
C 6.554 -13.941 -10.708 -0.017 0.321 -0.155
C 5.173 -14.009 -10.567 0.832 -0.542 0.105
C 4.458 -14.877 -11.375 -0.656 -1.076 -0.671
C 5.137 -15.741 -12.266 0.431 1.414 1.368
C 6.537 -15.701 -12.382 -1.157 -0.034 -0.623
C 7.110 -16.703 -13.286 -0.021 -0.139 -0.195
N 8.304 -16.689 -13.730 0.137 0.408 0.431
N 8.747 -17.783 -14.463 -0.659 0.176 0.016
C 10.044 -17.788 -14.421 0.989 0.695 0.784
O 10.810 -16.990 -13.751 -0.606 -0.151 -0.074
C 10.768 -18.800 -15.190 -0.180 -0.893 -0.993
C 10.390 -19.046 -16.514 0.242 0.100 0.677
C 11.071 -19.950 -17.285 0.725 -1.194 -0.353
C 12.125 -20.707 -16.743 -0.162 1.118 0.227
C 12.527 -20.418 -15.439 0.012 -0.359 -0.201
C 11.859 -19.468 -14.669 0.175 -0.257 -0.212
H 7.154 -13.262 -10.106 -0.071 -0.090 -0.020
H 4.704 -13.496 -9.738 -0.169 0.285 -0.184
H 3.364 -14.960 -11.271 0.558 0.065 -0.103
H 4.606 -16.436 -12.876 -0.436 -0.432 -0.248
H 6.436 -17.530 -13.579 0.361 0.242 0.136
H 9.604 -18.460 -16.918 -0.671 0.368 -0.315
H 10.808 -20.123 -18.324 -0.121 0.162 0.069
H 12.704 -21.379 -17.368 -0.138 -0.115 0.092
H 13.382 -20.943 -15.029 0.002 0.058 0.086
H 12.216 -19.212 -13.687 0.049 0.052 0.315
O 8.701 -13.583 -14.788 -0.131 0.798 -0.052
S 9.183 -14.043 -16.144 -0.807 -0.153 -0.733
O 10.207 -15.052 -15.725 0.448 -0.344 -0.511
O 8.072 -14.652 -16.834 -0.103 -0.099 -0.494
S 10.031 -12.625 -17.294 -0.154 -0.356 0.584
C 9.792 -10.677 -14.355 0.957 0.262 1.422
C 9.679 -11.766 -13.286 -0.526 1.459 -1.248
N 8.551 -11.793 -12.580 0.659 -0.564 1.039
O 10.582 -12.558 -13.083 1.155 -0.949 0.267
H 8.885 -10.106 -14.445 -0.484 0.250 0.002
H 10.014 -11.136 -15.308 0.258 -0.157 -0.243
H 10.609 -9.976 -14.029 -0.603 -0.674 -0.464
H 7.784 -11.354 -13.004 -1.159 0.444 -0.345
H 8.425 -12.683 -12.075 -0.138 0.318 -0.127
```
Positions in Å, forces in eV/Å.

Computed properties:
Kohn-Sham gap   5.9015 eV
Max |F|   2.0 eV Å⁻¹
Electronic energy   -136569.8044 eV
Highest occupied orbital energy   -1.8 eV
Net charge   -2
LUMO level   4.14 eV

These are the Löwdin partial charges, in e, on atoms 1 to 99:
1. Lu 1.67
2. C -0.13
3. C -0.56
4. C -0.14
5. P 1.13
6. C -0.52
7. C -0.15
8. C -0.13
9. C -0.28
10. C -0.06
11. C -0.30
12. C -0.07
13. C -0.05
14. C -0.04
15. C -0.34
16. N -0.05
17. C -0.31
18. C -0.04
19. C -0.08
20. C -0.30
21. C -0.08
22. C -0.09
23. C -0.29
24. P 1.09
25. C -0.57
26. C -0.13
27. C -0.12
28. C -0.50
29. C -0.11
30. C -0.11
31. H 0.06
32. H 0.08
33. H 0.04
34. H 0.10
35. H 0.08
36. H 0.07
37. H 0.05
38. H 0.08
39. H 0.06
40. H 0.06
41. H 0.05
42. H 0.07
43. H 0.03
44. H 0.07
45. H 0.07
46. H 0.06
47. H 0.07
48. H 0.07
49. H 0.10
50. H 0.11
51. H 0.08
52. H 0.09
53. H 0.06
54. H 0.05
55. H 0.06
56. H 0.08
57. H 0.01
58. H 0.07
59. H 0.08
60. H 0.05
61. H 0.06
62. H 0.07
63. H 0.05
64. H 0.09
65. H 0.05
66. H 0.04
67. H 0.08
68. H 0.04
69. H 0.08
70. H 0.05
71. O -0.24
72. C -0.35
73. C -0.03
74. C -0.12
75. C -0.13
76. C -0.05
77. C -0.13
78. C -0.08
79. N -0.06
80. N 0.09
81. C -0.50
82. O -0.20
83. C -0.16
84. C -0.03
85. C -0.10
86. C -0.10
87. C -0.10
88. C -0.03
89. H 0.10
90. H 0.09
91. H 0.08
92. H 0.09
93. H 0.12
94. H 0.11
95. H 0.09
96. H 0.08
97. H 0.09
98. H 0.11
99. O -0.53